{
  "formula": "C41H44As2BrIIrN6O9",
  "method": "wB97M-V/def2-TZVPD",
  "species": ["Ir", "Br", "C", "C", "C", "C", "C", "C", "N", "C", "C", "C", "C", "C", "C", "N", "H", "H", "H", "H", "H", "H", "H", "H", "H", "N", "C", "C", "C", "C", "C", "C", "C", "C", "N", "C", "H", "H", "H", "H", "H", "H", "H", "H", "I", "C", "C", "N", "N", "C", "H", "H", "H", "C", "O", "C", "C", "H", "H", "H", "H", "H", "H", "C", "O", "C", "O", "C", "C", "As", "C", "C", "C", "As", "C", "C", "O", "O", "C", "C", "O", "O", "C", "C", "O", "O", "C", "H", "H", "H", "H", "H", "H", "H", "H", "H", "H", "H", "H", "H", "H", "H", "H", "H", "H"],
  "positions_angstrom": [[0.571, 1.186, -0.496], [7.054, -3.911, 2.786], [5.950, -2.587, 2.035], [4.625, -2.881, 1.745], [3.805, -1.907, 1.198], [4.317, -0.643, 0.948], [5.643, -0.348, 1.238], [6.464, -1.325, 1.781], [3.468, 0.391, 0.385], [3.933, 1.043, -0.711], [3.318, 2.099, -1.419], [4.128, 2.800, -2.347], [3.653, 3.909, -2.988], [2.348, 4.340, -2.710], [1.587, 3.593, -1.850], [2.025, 2.483, -1.218], [4.239, -3.873, 1.938], [2.773, -2.132, 0.973], [6.039, 0.644, 1.062], [7.497, -1.101, 2.006], [4.894, 0.711, -1.075], [5.142, 2.459, -2.506], [4.278, 4.451, -3.685], [1.932, 5.222, -3.173], [0.564, 3.870, -1.650], [1.481, -0.477, -1.397], [1.359, -0.627, -2.827], [2.048, -1.567, -3.536], [1.859, -1.677, -4.931], [0.988, -0.851, -5.582], [0.280, 0.145, -4.867], [-0.608, 1.064, -5.470], [-1.208, 2.016, -4.700], [-0.928, 2.061, -3.322], [-0.118, 1.221, -2.721], [0.480, 0.257, -3.478], [1.014, -1.261, -0.931], [2.456, -0.570, -1.127], [2.733, -2.237, -3.029], [2.410, -2.427, -5.481], [0.838, -0.937, -6.650], [-0.794, 1.007, -6.536], [-1.886, 2.741, -5.130], [-1.399, 2.808, -2.701], [-0.318, 5.135, 4.091], [-0.545, 4.245, 2.254], [-1.228, 4.705, 1.149], [-1.087, 3.775, 0.189], [-0.347, 2.735, 0.603], [-0.020, 3.011, 1.860], [-1.814, 5.595, 0.996], [-1.540, 3.730, -0.710], [0.541, 2.298, 2.433], [2.394, 0.179, 3.485], [1.951, 0.101, 2.119], [2.497, 0.996, 1.226], [2.949, 2.345, 1.732], [3.481, 0.105, 3.553], [1.949, -0.674, 3.991], [2.059, 1.100, 3.964], [2.326, 2.741, 2.525], [2.967, 3.080, 0.932], [3.969, 2.257, 2.124], [-4.944, 2.732, -1.347], [-4.600, 1.646, -0.472], [-3.329, 1.276, -0.434], [-2.465, 1.853, -1.062], [-3.074, 0.128, 0.494], [-4.086, -0.539, 1.057], [-3.977, -1.876, 2.485], [-5.398, -3.057, 1.850], [-2.424, -2.827, 1.754], [-1.400, -2.254, 1.107], [-1.177, -0.299, 0.940], [-1.283, 0.200, 2.817], [-0.305, -3.080, 0.528], [0.739, -2.611, 0.112], [-0.569, -4.364, 0.504], [0.444, -5.260, -0.002], [-2.509, -4.314, 2.035], [-3.272, -5.010, 1.436], [-1.786, -4.799, 3.052], [-0.950, -3.953, 3.846], [-5.555, -0.239, 0.911], [-6.154, 0.251, 1.832], [-6.084, -0.716, -0.203], [-7.506, -0.502, -0.354], [-5.969, 2.989, -1.104], [-4.867, 2.409, -2.384], [-4.290, 3.583, -1.177], [-6.338, -2.541, 2.043], [-5.374, -3.970, 2.438], [-5.293, -3.300, 0.798], [-2.114, -0.311, 3.295], [-1.451, 1.270, 2.887], [-0.358, -0.062, 3.327], [0.138, -6.248, 0.322], [1.417, -4.996, 0.404], [0.463, -5.201, -1.088], [-0.625, -4.568, 4.678], [-1.500, -3.091, 4.227], [-0.078, -3.618, 3.280], [-7.715, -0.671, -1.404], [-7.767, 0.510, -0.055], [-8.052, -1.214, 0.262]],
  "forces_ev_per_a": [[1.7604, -0.6661, 1.6750], [0.0159, -0.0155, -0.0027], [-0.0338, 0.0261, -0.0055], [-0.0034, -0.0040, -0.0171], [0.0462, -0.0294, -0.0202], [-0.0299, 0.0704, -0.0441], [-0.0019, -0.0130, 0.0960], [0.0320, 0.0064, -0.0179], [0.8252, -0.0978, 0.0514], [0.0443, 0.0589, 0.0600], [0.1819, -0.1576, 0.1278], [-0.0411, 0.0613, -0.0235], [0.0416, -0.0046, -0.0042], [-0.0106, -0.0218, 0.0211], [0.0500, 0.0190, -0.0141], [-0.4111, -0.0787, -0.5197], [0.0065, 0.0021, 0.0197], [-0.0417, 0.0033, -0.0216], [-0.0162, 0.0044, -0.0328], [-0.0010, -0.0075, 0.0201], [-0.0110, -0.0552, 0.0083], [-0.0076, -0.0260, -0.0114], [-0.0011, -0.0012, 0.0019], [-0.0081, 0.0088, 0.0242], [0.0143, 0.0053, 0.0007], [-0.2393, 0.0842, 0.0407], [-0.0153, 0.1102, -0.1103], [-0.0300, -0.0347, 0.0058], [0.0120, -0.0055, -0.0034], [-0.0253, 0.0141, 0.0036], [0.0525, 0.0301, 0.0143], [-0.0152, -0.0125, -0.0170], [0.0407, 0.0277, -0.0211], [0.1049, 0.0035, -0.1253], [-0.7164, 0.1294, 0.3137], [0.1488, 0.0385, 0.0706], [0.1257, -0.1492, 0.0093], [0.0013, 0.0518, -0.0229], [-0.0011, 0.0011, 0.0021], [-0.0014, -0.0035, 0.0023], [0.0011, -0.0041, -0.0009], [0.0006, -0.0042, -0.0015], [-0.0039, 0.0068, 0.0127], [0.0337, -0.0399, -0.1453], [-0.0188, 0.0115, 0.0139], [-0.0060, -0.0582, 0.0298], [-0.0515, -0.0778, 0.0385], [0.1455, 0.1817, -0.1965], [0.4624, 0.0096, 0.0160], [-0.2552, 0.1122, 0.0468], [0.0115, 0.0098, -0.0168], [-0.0892, -0.1027, 0.0706], [-0.0637, 0.0267, -0.0201], [0.1727, -0.1224, -0.1068], [0.1952, 0.0536, 0.5435], [-2.7144, 0.3182, -1.3492], [0.3251, -0.0176, 0.1391], [-0.0034, -0.0053, 0.0381], [0.0149, -0.0046, 0.0138], [-0.0118, -0.0087, 0.0070], [0.1452, -0.0321, 0.0058], [-0.0036, -0.0031, 0.0219], [-0.0095, 0.0244, 0.0180], [-0.0186, -0.0271, -0.0355], [0.0048, -0.0228, 0.0942], [-0.0291, -0.0541, 0.0966], [-0.2212, -0.2173, 0.0872], [0.0923, -0.0098, -0.0171], [-0.0318, 0.0623, 0.0512], [0.0913, -0.0354, -0.0309], [-0.0560, -0.0356, 0.0429], [0.0736, 0.0411, -0.0066], [0.1442, -0.0228, -0.0539], [-0.4309, 0.5614, -0.9070], [0.2162, -0.0353, 0.0501], [-0.0292, -0.0196, 0.0625], [0.0528, 0.0601, -0.0619], [0.0114, -0.0178, 0.0607], [0.0109, -0.0024, -0.0105], [-0.0571, -0.0332, 0.0050], [0.0638, 0.0107, -0.1006], [-0.0963, -0.0004, 0.0184], [0.0260, 0.0331, -0.0136], [-0.0115, -0.0515, 0.1342], [-0.0070, 0.0684, -0.1243], [0.1064, 0.0920, -0.1014], [-0.0214, -0.0358, 0.0186], [0.0043, -0.0101, -0.0024], [0.0142, 0.0023, -0.0023], [-0.0115, 0.0209, 0.0301], [0.0046, 0.0092, 0.0234], [0.0048, 0.0114, 0.0207], [0.0147, 0.0081, 0.0028], [0.0141, -0.0006, 0.0087], [-0.0569, 0.0026, -0.0010], [0.0280, 0.0041, -0.0583], [-0.0129, 0.0031, -0.0136], [-0.0078, -0.0065, 0.0105], [0.0118, 0.0105, 0.0042], [-0.0057, 0.0086, 0.0035], [0.0023, -0.0056, 0.0037], [-0.0056, -0.0112, -0.0015], [-0.0048, -0.0142, 0.0074], [0.0010, 0.0015, -0.0201], [0.0038, 0.0115, 0.0136]],
  "fmax_ev_per_a": 3.0,
  "homo_ev": [-11.725, -12.688],
  "charge": 2,
  "homo_lumo_gap_ev": [6.8, 6.8],
  "s_squared": 0.843,
  "spin_multiplicity": 2
}